Record 1
Density functional theory data (ωB97M-V with the def2-TZVPD basis set) for a molecular structure, H12O20S2V3 at a distorted geometry.

Calculated values
Maximum force = 0.128 hartree/bohr
Gap between HOMO and LUMO = 7.0 eV
Relative energy (zero: lowest compared OMol25 entry of this formula, charge and spin) = 104.7 kJ/mol

ORCA input file:
```
! wB97M-V def2-TZVPD RIJCOSX def2/J DEFGRID3
* xyz -1 1
O 1.039 -2.647 2.936
V 0.068 -2.375 1.633
O -0.488 -3.666 0.936
O 2.375 2.829 -0.803
V 2.559 1.428 -1.433
O 2.291 1.479 -3.000
O -1.146 -3.556 -1.537
V -1.091 -2.063 -2.132
O -2.679 -1.679 -2.341
S -0.330 0.157 0.269
O -1.491 0.985 0.469
O -0.787 -1.101 -0.349
O 0.603 0.793 -0.593
O 0.205 -0.192 1.559
S 2.080 -2.118 -1.261
O 1.604 -2.508 0.027
O 3.163 -2.991 -1.707
O 1.017 -2.143 -2.317
O 2.686 -0.837 -1.036
O 0.033 3.345 1.125
H 0.707 2.819 0.694
H -0.721 2.759 1.195
O -3.111 2.276 -1.183
H -2.536 1.519 -1.068
H -2.609 3.012 -0.833
O 0.676 0.616 4.440
H 0.662 0.183 3.587
H -0.217 0.937 4.561
O -3.370 0.107 2.073
H -2.596 0.423 1.607
H -3.914 -0.292 1.394
O -0.780 0.058 -3.190
H -0.405 0.098 -4.070
H -0.959 0.970 -2.964
O 2.826 0.650 1.076
H 2.112 0.807 1.694
H 2.524 -0.083 0.541
*
```

Results of the Löwdin charge analysis, in e, for atoms 1 through 2:
1. O -0.3130
2. V 1.0350


Record 2
Density functional theory data (ωB97M-V with the def2-TZVPD basis set) for 6 unconnected molecules or ions with the total composition H12O5S at a distorted geometry.

Calculated values
Maximum force = 0.067 hartree/bohr
Gap between HOMO and LUMO = 9.6 eV
Relative energy (zero: lowest compared OMol25 entry of this formula, charge and spin) = 135.7 kJ/mol

ORCA input file:
```
! wB97M-V def2-TZVPD RIJCOSX def2/J DEFGRID3
* xyz 0 1
O 2.509 -0.046 -0.382
H 1.653 -0.206 -0.663
H 2.869 0.321 -1.182
O 0.629 0.809 2.200
H 1.021 0.808 1.312
H 1.210 1.327 2.731
O -0.125 -2.503 1.418
H 0.820 -2.672 1.534
H -0.265 -1.746 2.024
O -0.089 2.306 -1.732
H -0.499 2.429 -2.644
H 0.731 1.965 -1.370
O 0.217 -0.722 -1.989
H -0.313 -1.421 -2.324
H -0.187 0.094 -2.282
S -3.544 0.376 1.238
H -2.551 -0.316 0.558
H -4.084 -0.802 1.553
*
```

Results of the Löwdin charge analysis, in e, for atoms 1 through 2:
1. O -0.0149
2. H -0.0594


Record 3
Density functional theory data (ωB97M-V with the def2-TZVPD basis set) for 6 unconnected molecules or ions with the total composition H12O5S2 at a distorted geometry.

Calculated values
Maximum force = 0.035 hartree/bohr
Gap between HOMO and LUMO = 9.6 eV
Relative energy (zero: lowest compared OMol25 entry of this formula, charge and spin) = 27.1 kJ/mol

ORCA input file:
```
! wB97M-V def2-TZVPD RIJCOSX def2/J DEFGRID3
* xyz 0 1
S -1.663 -0.155 2.504
S 0.103 0.044 3.621
H -1.458 1.054 1.939
H -0.386 0.225 4.882
O -0.720 2.337 -2.092
H -0.037 2.523 -1.426
H -1.383 1.836 -1.599
O 1.205 0.175 -2.438
H 0.238 0.157 -2.291
H 1.193 1.020 -2.918
O -1.603 -0.440 -0.742
H -1.011 -0.824 -0.069
H -1.575 -1.101 -1.449
O 1.745 0.030 0.361
H 2.605 0.347 0.565
H 1.556 0.100 -0.600
O 0.177 -2.366 0.282
H 0.953 -1.847 0.579
H 0.060 -3.115 0.892
*
```

Results of the Löwdin charge analysis, in e, for atoms 1 through 2:
1. S 0.2730
2. S 0.2220


Record 4
Density functional theory data (ωB97M-V with the def2-TZVPD basis set) for 6 unconnected molecules or ions with the total composition H12O6.

Calculated values
Maximum force = 0.014 hartree/bohr
Gap between HOMO and LUMO = 10.3 eV
Relative energy (zero: lowest compared OMol25 entry of this formula, charge and spin) = 125.5 kJ/mol

ORCA input file:
```
! wB97M-V def2-TZVPD RIJCOSX def2/J DEFGRID3
* xyz 0 1
O 0.730 1.529 2.690
H 1.134 0.655 2.736
H 1.134 2.027 3.409
O -0.523 0.144 -0.083
H -0.281 -0.535 -0.736
H -0.458 -0.298 0.771
O 0.616 -1.917 -1.802
H -0.122 -2.291 -2.306
H 1.410 -2.264 -2.229
O 0.251 -3.933 0.234
H 0.530 -3.260 -0.416
H 0.832 -4.688 0.089
O -2.794 2.386 0.097
H -2.598 3.325 0.023
H -2.014 1.949 -0.269
O 0.463 2.678 -0.653
H 1.309 2.778 -1.099
H 0.380 1.717 -0.455
*
```

Results of the Löwdin charge analysis, in e, for atoms 1 through 2:
1. O -0.0526
2. H 0.0295


Record 5
Density functional theory data (ωB97M-V with the def2-TZVPD basis set) for a molecular structure, H12O6 at a distorted geometry.

Calculated values
Maximum force = 0.128 hartree/bohr
Gap between HOMO and LUMO = 8.5 eV
Relative energy (zero: lowest compared OMol25 entry of this formula, charge and spin) = 833.2 kJ/mol

ORCA input file:
```
! wB97M-V def2-TZVPD RIJCOSX def2/J DEFGRID3
* xyz 0 1
O -2.193 -1.515 0.685
H -2.188 -1.105 1.550
H -1.418 -1.162 0.248
O 0.351 0.028 2.524
H 0.007 0.796 2.980
H 0.084 0.150 1.613
O 0.212 -1.346 -1.014
H 0.462 -2.108 -1.537
H 1.028 -0.860 -0.893
O 0.609 0.827 -2.379
H 0.773 0.549 -1.478
H 0.306 1.731 -2.299
O 0.722 1.258 -0.220
H 1.570 1.414 0.196
H 0.508 2.087 -0.648
O -0.534 -0.277 0.516
H -0.281 0.510 0.034
H -0.015 -0.978 0.122
*
```

Results of the Löwdin charge analysis, in e, for atoms 1 through 2:
1. O -0.0796
2. H 0.0275


Record 6
Density functional theory data (ωB97M-V with the def2-TZVPD basis set) for 6 unconnected molecules or ions with the total composition H12O6.

Calculated values
Maximum force = 0.013 hartree/bohr
Gap between HOMO and LUMO = 10.2 eV
Relative energy (zero: lowest compared OMol25 entry of this formula, charge and spin) = 124.2 kJ/mol

ORCA input file:
```
! wB97M-V def2-TZVPD RIJCOSX def2/J DEFGRID3
* xyz 0 1
O 0.757 2.424 -0.616
H -0.188 2.576 -0.594
H 0.876 1.747 -1.282
O 1.094 -2.665 -2.273
H 0.709 -1.959 -2.792
H 1.977 -2.359 -2.068
O -0.120 -1.108 0.027
H 0.521 -0.535 0.449
H 0.368 -1.905 -0.178
O 1.523 0.431 1.823
H 1.852 1.211 2.270
H 1.945 -0.300 2.273
O -1.333 0.893 1.873
H -0.385 0.763 1.892
H -1.560 0.866 0.943
O -2.872 0.117 -0.276
H -2.872 0.447 -1.174
H -2.292 -0.644 -0.300
*
```

Results of the Löwdin charge analysis, in e, for atoms 1 through 2:
1. O -0.0437
2. H 0.0307


Repeat the fourth record exactly.
Density functional theory data (ωB97M-V with the def2-TZVPD basis set) for 6 unconnected molecules or ions with the total composition H12O6.

Calculated values
Maximum force = 0.014 hartree/bohr
Gap between HOMO and LUMO = 10.3 eV
Relative energy (zero: lowest compared OMol25 entry of this formula, charge and spin) = 125.5 kJ/mol

ORCA input file:
```
! wB97M-V def2-TZVPD RIJCOSX def2/J DEFGRID3
* xyz 0 1
O 0.730 1.529 2.690
H 1.134 0.655 2.736
H 1.134 2.027 3.409
O -0.523 0.144 -0.083
H -0.281 -0.535 -0.736
H -0.458 -0.298 0.771
O 0.616 -1.917 -1.802
H -0.122 -2.291 -2.306
H 1.410 -2.264 -2.229
O 0.251 -3.933 0.234
H 0.530 -3.260 -0.416
H 0.832 -4.688 0.089
O -2.794 2.386 0.097
H -2.598 3.325 0.023
H -2.014 1.949 -0.269
O 0.463 2.678 -0.653
H 1.309 2.778 -1.099
H 0.380 1.717 -0.455
*
```

Results of the Löwdin charge analysis, in e, for atoms 1 through 2:
1. O -0.0526
2. H 0.0295


maximum force of number 5 (H12O6)?
0.128 hartree/bohr